A cluster of 2 separate species, C10H12BNO8 in total in a non-equilibrium geometry. Source: the Open Molecules 2025 dataset; level of theory: wB97M-V/def2-TZVPD.

The geometry in XYZ format:
```
32
Properties=species:S:1:pos:R:3:forces:R:3:lowdin_charge:R:1
N 1.43692 0.30417 0.66548 -0.660 -1.552 -0.913 0.04
C 0.18443 -0.38769 0.16551 -5.260 1.006 0.093 -0.30
O -1.06907 0.13285 0.26199 8.481 -3.122 -0.361 -0.04
C 0.35694 -1.86093 -0.60460 -0.142 0.284 -0.318 -0.07
C 0.23977 -1.49112 -2.23154 -0.406 1.788 2.249 -0.17
O 1.05392 -2.37574 -3.07916 0.231 2.727 -3.872 -0.03
C 1.10209 -1.69592 -4.39927 -3.372 2.407 -2.544 -0.19
O 0.09510 -0.89857 -4.80766 6.192 -4.502 2.556 0.00
O 2.23254 -1.88778 -5.36687 -3.555 1.012 2.939 0.13
B 2.01789 -0.86876 -6.41312 -1.795 2.186 -1.429 -0.48
O 1.18530 -1.13651 -7.63895 0.509 0.897 3.717 0.04
O 2.59768 0.48203 -6.26158 -1.956 -2.229 0.697 0.07
H 2.18132 0.17475 -0.08094 -1.214 0.089 1.085 0.09
H 1.84156 -0.19369 1.50891 -0.952 0.563 -1.151 0.10
H -0.56231 -2.54470 -0.29082 2.161 1.495 -0.609 0.13
H 1.40333 -2.37421 -0.34881 -2.385 1.231 -0.535 0.13
H 0.71203 -0.39761 -2.31542 -1.361 -2.341 -0.077 0.15
H -0.90643 -1.48955 -2.46902 2.469 0.013 0.024 0.16
H 0.26613 -0.76326 -7.41246 2.013 -0.782 -0.527 0.13
H 2.02895 1.07786 -5.69067 1.012 -1.193 -0.946 0.12
C -2.37231 1.75991 5.86253 0.238 -0.352 0.284 0.02
C -1.42060 0.82899 5.98074 -0.366 0.239 0.207 0.02
C -0.51168 0.51610 4.86040 0.532 -0.489 -0.004 -0.38
O 0.35839 -0.33719 4.96706 -0.461 0.454 -0.083 0.09
C -0.69404 1.27249 3.60564 -0.199 0.290 -0.189 0.02
C -1.64575 2.20340 3.48742 0.371 -0.239 -0.186 0.03
C -2.55467 2.51629 4.60777 -0.644 0.662 -0.158 -0.38
O -3.42474 3.36959 4.50110 0.577 -0.576 0.107 0.10
H -3.04775 2.00111 6.67422 0.000 0.018 -0.039 0.12
H -1.27363 0.26609 6.89472 0.020 0.000 -0.043 0.12
H -0.01861 1.03128 2.79394 -0.065 0.058 -0.004 0.09
H -1.79272 2.76630 2.57344 -0.012 -0.041 0.029 0.13
```
Forces are in eV/Å.

For the LUMO energy, the calculation gives -1.5296 eV. The SMILES is NC(=O)CCOC(=O)OB(O)O.O=C1C=CC(=O)C=C1. The calculation puts the molar mass at 285.02 g/mol. The calculation puts the energy at -29108.1868 eV.

=====

A cluster of 2 separate species, C10H12BrNO2 in total in a non-equilibrium geometry. Source: the Open Molecules 2025 dataset; level of theory: wB97M-V/def2-TZVPD.

The geometry in XYZ format:
```
26
Properties=species:S:1:pos:R:3:forces:R:3:lowdin_charge:R:1
C 2.36813 2.64350 0.36792 -1.604 -1.998 1.293 -0.09
C 2.28107 1.38555 1.01422 -3.090 0.286 0.085 -0.02
C 1.17138 3.22219 -0.03325 0.995 2.405 -0.716 -0.11
C 0.99458 0.70508 1.21562 3.941 2.819 -0.963 -0.02
C -0.01822 2.58479 0.10719 0.354 -1.182 0.050 -0.09
C -0.10676 1.31282 0.68196 0.356 0.381 0.069 -0.33
C -1.71280 -0.36005 1.69521 -1.147 -1.845 -0.188 -0.60
C -0.18248 -2.17862 -0.33696 4.778 1.982 0.487 -0.06
C -0.58710 -0.95466 -1.07454 -3.651 -2.134 -0.118 -0.17
C -1.29185 0.54534 0.68184 -2.128 -0.369 -1.826 -0.51
N -1.75125 -1.09744 -1.80505 4.006 1.143 0.753 0.08
O -3.07040 -0.64334 1.62762 0.167 -0.845 0.526 -0.05
O -1.02816 -1.05432 2.42187 0.539 0.375 0.346 0.05
Br -2.82780 1.29137 -0.27334 0.383 0.309 0.161 0.83
H 3.20800 3.26482 0.32375 1.524 0.258 -0.035 0.07
H 3.02698 0.92361 1.58134 1.731 -0.356 0.247 0.07
H 1.24912 4.30627 -0.41615 -0.450 -1.892 0.401 0.13
H 0.95227 -0.18195 1.77942 -0.030 -0.844 0.476 0.08
H -0.91156 2.93488 -0.29139 -1.226 1.119 -0.500 0.02
H 0.66725 -2.78703 -0.85796 -1.992 0.812 0.369 0.13
H -1.00901 -2.70355 0.00807 -1.237 -1.300 0.583 0.06
H 0.44451 -1.77066 0.53484 -1.179 -0.846 -0.710 0.09
H 0.12137 -0.28976 -1.46603 0.860 1.102 -0.176 0.12
H -3.20735 -1.48795 2.12372 0.367 1.038 -0.241 0.13
H -2.37350 -1.80098 -1.49915 -1.046 -0.213 -0.235 0.10
H -1.88359 -0.33704 -2.44276 -1.219 -0.205 -0.139 0.08
```
Forces are in eV/Å.

For the LUMO energy (alpha / beta), the calculation gives 0.1199 / 0.1213 eV. The calculation puts the molar mass at 258.11 g/mol. The calculation puts the energy relative to the best compared isomer or geometry (same formula, charge and spin) at 266.2 kJ/mol. The calculation puts the energy at -86189.8469 eV.

=====

A structure of composition C10H12BrNPSn in a non-equilibrium geometry. Source: the Open Molecules 2025 dataset; level of theory: wB97M-V/def2-TZVPD.

The geometry in XYZ format:
```
26
Properties=species:S:1:pos:R:3:forces:R:3:lowdin_charge:R:1
C 0.77229 0.17739 -3.28658 0.503 -1.402 -0.548 -0.26
C -0.48129 -0.47106 -3.13351 0.286 0.295 -0.643 -0.21
C -0.28627 -1.65698 -2.35921 0.857 -0.703 -0.245 -0.21
C 1.10403 -1.75735 -2.04705 -0.058 -0.222 -1.534 -0.25
C 1.77383 -0.61622 -2.60434 -0.471 -0.629 -1.196 -0.24
Sn 0.33044 0.24008 -0.90447 0.638 -0.655 -0.423 1.15
P -0.29693 2.71176 -0.55322 -0.724 2.086 0.637 0.63
H 0.96258 1.07098 -3.85695 -0.012 0.089 0.017 0.11
H -1.42247 -0.16531 -3.60487 0.472 -0.086 0.369 0.12
H -1.04366 -2.41946 -2.15705 0.319 0.439 0.052 0.12
H 2.85129 -0.41214 -2.57196 -0.660 -0.087 0.042 0.12
H 1.57617 -2.56165 -1.50211 -0.051 0.082 0.033 0.11
H -1.29227 2.71905 0.52187 0.747 0.843 -0.964 -0.07
H -0.81768 3.28844 -1.78271 0.321 0.334 1.304 -0.07
H 0.93532 3.35747 -0.08342 -1.422 0.119 -0.423 -0.06
Br -2.81066 -2.25124 3.38204 0.622 0.636 -0.066 0.78
C -1.38034 -1.06215 2.89809 -0.530 -0.436 -0.011 -0.62
C -0.59242 -0.41698 3.86019 0.101 -0.024 -0.367 -0.05
C 0.45658 0.42507 3.46329 -0.049 0.028 0.022 -0.02
C 0.71124 0.55627 2.10846 -1.073 -1.181 -0.331 -0.15
N -0.00874 -0.15821 1.21624 -1.732 0.115 2.994 -0.20
C -1.11230 -0.89117 1.54816 2.207 0.974 0.736 -0.16
H -0.81630 -0.58720 4.90520 0.072 0.089 0.004 0.12
H 1.09028 0.97091 4.16336 -0.407 -0.232 0.027 0.13
H 1.45567 1.22362 1.66913 0.144 -0.285 0.291 0.10
H -1.65843 -1.31390 0.71141 -0.100 -0.189 0.221 0.11
```
Forces are in eV/Å.

For the LUMO energy, the calculation gives -3.5812 eV. The calculation puts the molar mass at 375.80 g/mol. The net charge is +1. The calculation puts the energy relative to the best compared isomer or geometry (same formula, charge and spin) at 0.0 kJ/mol. The calculation puts the energy at -97207.0604 eV.

=====

What did the third record say?
A structure of composition C10H12BrNPSn in a non-equilibrium geometry. Source: the Open Molecules 2025 dataset; level of theory: wB97M-V/def2-TZVPD.

The geometry in XYZ format:
```
26
Properties=species:S:1:pos:R:3:forces:R:3:lowdin_charge:R:1
C 0.77229 0.17739 -3.28658 0.503 -1.402 -0.548 -0.26
C -0.48129 -0.47106 -3.13351 0.286 0.295 -0.643 -0.21
C -0.28627 -1.65698 -2.35921 0.857 -0.703 -0.245 -0.21
C 1.10403 -1.75735 -2.04705 -0.058 -0.222 -1.534 -0.25
C 1.77383 -0.61622 -2.60434 -0.471 -0.629 -1.196 -0.24
Sn 0.33044 0.24008 -0.90447 0.638 -0.655 -0.423 1.15
P -0.29693 2.71176 -0.55322 -0.724 2.086 0.637 0.63
H 0.96258 1.07098 -3.85695 -0.012 0.089 0.017 0.11
H -1.42247 -0.16531 -3.60487 0.472 -0.086 0.369 0.12
H -1.04366 -2.41946 -2.15705 0.319 0.439 0.052 0.12
H 2.85129 -0.41214 -2.57196 -0.660 -0.087 0.042 0.12
H 1.57617 -2.56165 -1.50211 -0.051 0.082 0.033 0.11
H -1.29227 2.71905 0.52187 0.747 0.843 -0.964 -0.07
H -0.81768 3.28844 -1.78271 0.321 0.334 1.304 -0.07
H 0.93532 3.35747 -0.08342 -1.422 0.119 -0.423 -0.06
Br -2.81066 -2.25124 3.38204 0.622 0.636 -0.066 0.78
C -1.38034 -1.06215 2.89809 -0.530 -0.436 -0.011 -0.62
C -0.59242 -0.41698 3.86019 0.101 -0.024 -0.367 -0.05
C 0.45658 0.42507 3.46329 -0.049 0.028 0.022 -0.02
C 0.71124 0.55627 2.10846 -1.073 -1.181 -0.331 -0.15
N -0.00874 -0.15821 1.21624 -1.732 0.115 2.994 -0.20
C -1.11230 -0.89117 1.54816 2.207 0.974 0.736 -0.16
H -0.81630 -0.58720 4.90520 0.072 0.089 0.004 0.12
H 1.09028 0.97091 4.16336 -0.407 -0.232 0.027 0.13
H 1.45567 1.22362 1.66913 0.144 -0.285 0.291 0.10
H -1.65843 -1.31390 0.71141 -0.100 -0.189 0.221 0.11
```
Forces are in eV/Å.

For the LUMO energy, the calculation gives -3.5812 eV. The calculation puts the molar mass at 375.80 g/mol. The net charge is +1. The calculation puts the energy relative to the best compared isomer or geometry (same formula, charge and spin) at 0.0 kJ/mol. The calculation puts the energy at -97207.0604 eV.

=====

> Look up the energy of the second one.

-86189.8469 eV